Formula: C3H8S
Source: OMol25
Level of theory: ωB97M-V/def2-TZVPD

Values from the calculation:
E_LUMO: -2.8 eV
Energy relative to the best compared isomer or geometry (same formula, charge and spin): 3.4149 eV
Frontier orbital gap: 6.60 eV
HOMO level: -9.42 eV
Electronic energy: -517.15508 a.u.

```
! RIJCOSX wB97M-V def2-TZVPD def2/J DEFGRID3
* xyz 0 1
H 0.9982 -0.9936 1.3217
H -0.0263 1.5896 -0.3306
S -1.0934 2.4476 0.9805
H 1.5366 0.7941 -0.6028
H 0.2831 -1.3830 -1.0930
C -0.1628 -0.6105 -0.4958
H -0.5530 -1.8676 1.2207
C 0.4649 0.7259 -0.8580
C -0.0457 -0.9490 0.9808
H 0.3440 0.9696 -1.9144
H -0.5335 -0.1611 1.5615
H -1.2122 -0.5620 -0.7708
*
```

Results of the Mulliken charge analysis, in e, for atoms 1 through 6: 0.292 -0.120 -0.169 0.333 0.326 -0.178